(1)
Here is an isolated ion of composition C6H10Br2N3 and charge +1 from the Open Molecules 2025 dataset. Energies are from ωB97M-V/def2-TZVPD.

```
21
Properties=species:S:1:pos:R:3:lowdin_charge:R:1
C 3.23 0.07 0.70 -0.18
C 2.26 0.10 -0.47 -0.77
Br 3.22 0.66 -2.08 0.76
C 1.01 1.00 -0.33 -0.67
Br 1.12 2.32 1.08 0.83
C -0.28 0.24 -0.19 -0.31
N -1.42 0.80 0.13 0.19
N -2.33 -0.20 0.08 -0.11
C -3.72 0.09 0.41 0.05
C -1.78 -1.34 -0.26 0.00
N -0.48 -1.09 -0.43 0.19
H 3.90 -0.78 0.57 0.09
H 3.84 0.97 0.69 0.07
H 2.72 -0.04 1.65 0.07
H 1.97 -0.92 -0.70 0.06
H 0.91 1.60 -1.24 0.07
H -3.81 0.16 1.50 0.11
H -3.95 1.06 -0.01 0.11
H -4.37 -0.68 0.00 0.10
H -2.27 -2.29 -0.37 0.17
H 0.23 -1.75 -0.71 0.17
```

Output
ΔE to the lowest compared entry with this formula, charge and spin in eV: 0.000
Strongest force on any atom in eV/A: 0.5
SMILES: C[C@H](Br)[C@H](Br)c1nn(C)c[nH+]1
HOMO energy in eV: -13.50
Kohn-Sham gap in Eh: 0.367
Net charge: +1

(2)
Here is C6H10Br2O3 as an isolated structure from the Open Molecules 2025 dataset. Energies are from ωB97M-V/def2-TZVPD.

```
21
Properties=species:S:1:pos:R:3:lowdin_charge:R:1
Br -0.08 -2.56 -3.19 0.65
C 0.49 -1.74 -1.54 -0.81
C 0.87 -2.90 -0.71 -0.57
Br 1.02 -2.02 1.07 0.82
H -0.26 -1.05 -1.15 0.07
H 1.39 -1.20 -1.85 -0.07
H 1.78 -3.39 -1.03 0.08
H 0.16 -3.70 -0.51 0.05
C -0.21 2.30 2.13 -0.01
C -0.61 1.32 1.08 -0.36
C -1.33 1.51 -0.25 -0.06
O -0.47 0.95 -1.23 0.06
C 0.63 0.37 -0.65 -0.44
O 1.47 -0.40 -1.19 0.04
O 0.51 0.50 0.76 -0.14
H 0.18 3.23 1.70 0.09
H 0.42 1.83 2.89 0.10
H -1.14 2.64 2.58 0.09
H -1.14 0.54 1.62 0.14
H -1.31 2.60 -0.33 0.13
H -2.36 1.15 -0.18 0.14
```

Output
ΔE to the lowest compared entry with this formula, charge and spin in eV: 8.778
Strongest force on any atom in eV/A: 19.1
HOMO energy in eV: -7.32
Kohn-Sham gap in Eh: 0.288

(3)
Here is a 2-piece molecular cluster, C6H10BrClNOS overall from the Open Molecules 2025 dataset. Energies are from ωB97M-V/def2-TZVPD.

```
21
Properties=species:S:1:pos:R:3:lowdin_charge:R:1
C 1.30 -0.39 1.60 -0.30
C 1.65 -1.80 1.23 -0.46
C 1.07 0.45 0.35 -0.58
C 0.44 -0.54 -0.76 -0.61
C -2.01 1.18 -1.62 -0.08
C -0.91 -0.72 -0.29 -0.08
N -2.03 0.07 -0.73 -0.25
O -3.17 -0.27 -0.21 -0.13
S 1.41 -2.08 -0.58 0.83
Cl -0.84 3.46 0.32 -0.47
Br 2.90 1.10 -0.35 0.52
H 0.43 -0.41 2.15 0.09
H 2.12 0.00 2.25 0.12
H 2.70 -2.10 1.22 0.05
H 1.01 -2.54 1.71 0.07
H 0.52 1.42 0.42 -0.02
H 0.55 0.03 -1.73 0.11
H -3.01 1.43 -1.91 0.10
H -1.71 2.14 -1.20 -0.07
H -1.19 0.96 -2.29 0.09
H -1.23 -1.41 0.42 0.10
```

Output
ΔE to the lowest compared entry with this formula, charge and spin in eV: 0.000
Strongest force on any atom in eV/A: 7.2
HOMO energy in eV: -4.57
Kohn-Sham gap in Eh: 0.268
Net charge: -1

(4)
Here is an isolated ion of composition C6H10BrN2 and charge +1 from the Open Molecules 2025 dataset. Energies are from ωB97M-V/def2-TZVPD.

```
19
Properties=species:S:1:pos:R:3:lowdin_charge:R:1
C -0.53 2.13 -0.05 -0.07
C -0.44 0.79 -0.77 -0.75
Br -1.70 0.63 -2.47 0.63
C 0.93 0.56 -1.12 -0.17
C 1.64 -0.48 -0.84 -0.05
C 1.03 -1.61 -0.08 -0.04
C -0.23 -1.18 0.66 -0.24
N -0.78 -1.96 1.58 0.25
N -0.96 -0.22 0.14 0.11
H -1.52 2.43 0.48 0.12
H -0.40 2.94 -0.80 0.10
H 0.29 2.11 0.71 0.12
H 1.41 1.49 -1.62 0.17
H 2.63 -0.63 -1.32 0.15
H 0.74 -2.37 -0.83 0.17
H 1.68 -1.91 0.65 0.10
H -0.26 -2.59 2.16 0.15
H -1.59 -1.53 1.88 0.11
H -1.75 0.11 0.63 0.15
```

Output
ΔE to the lowest compared entry with this formula, charge and spin in eV: 0.000
Strongest force on any atom in eV/A: 4.3
SMILES: C[C@@]1(Br)C=CCC(=[NH2+])N1
HOMO energy in eV: -13.79
Kohn-Sham gap in Eh: 0.361
Net charge: +1

(5)
Here is an isolated ion of composition C6H10BrN2 and charge +1 from the Open Molecules 2025 dataset. Energies are from ωB97M-V/def2-TZVPD.

```
19
Properties=species:S:1:pos:R:3:lowdin_charge:R:1
C -1.08 -1.96 -0.15 -0.05
C -0.29 -0.91 0.41 -0.20
C 0.83 -1.02 1.11 -0.03
C 1.81 0.07 1.31 0.00
C 1.59 1.26 0.75 -0.08
N 0.67 1.46 -0.31 0.07
C -0.68 0.69 -0.30 -0.73
N -0.94 0.43 -1.63 0.01
Br -2.15 1.54 0.79 0.72
H -0.87 -2.92 0.31 0.11
H -1.12 -1.88 -1.19 0.07
H -2.08 -1.75 0.27 0.11
H 1.17 -1.99 1.41 0.12
H 2.59 -0.07 1.98 0.10
H 2.26 2.17 0.90 0.16
H 0.27 2.42 -0.23 0.17
H 0.98 1.31 -1.26 0.18
H -1.79 -0.10 -1.87 0.11
H -1.17 1.26 -2.31 0.17
```

Output
ΔE to the lowest compared entry with this formula, charge and spin in eV: 2.079
Strongest force on any atom in eV/A: 4.8
SMILES: CC1=CC=C[NH2+][C@]1(N)Br
HOMO energy in eV: -13.30
Kohn-Sham gap in Eh: 0.350
Net charge: +1

(6)
Here is an isolated molecule of C6H10ClN3 from the Open Molecules 2025 dataset. Energies are from ωB97M-V/def2-TZVPD.

```
20
Properties=species:S:1:pos:R:3:lowdin_charge:R:1
C -1.20 1.65 0.60 -0.07
C -1.13 0.49 -0.44 -0.34
C -2.36 -0.47 -0.63 -0.05
C 0.07 -0.42 -0.23 -0.15
N 0.33 -1.63 -0.22 -0.02
N 1.55 -2.02 -0.07 -0.01
N 2.40 -0.96 -0.08 -0.21
C 3.84 -1.30 -0.15 0.00
C 1.80 0.19 -0.19 -0.62
Cl 2.54 1.66 -0.14 0.74
H -1.70 1.34 1.55 0.08
H -1.70 2.52 0.15 0.08
H -0.15 1.83 0.89 0.04
H -0.82 1.01 -1.33 0.12
H -1.79 -1.37 -0.98 0.07
H -3.07 -0.13 -1.26 0.02
H -2.90 -0.96 0.19 0.08
H 4.13 -2.07 0.61 0.11
H 3.97 -1.80 -1.08 0.08
H 4.49 -0.52 -0.04 0.04
```

Output
ΔE to the lowest compared entry with this formula, charge and spin in eV: 3.520
Strongest force on any atom in eV/A: 7.3
SMILES: CC(C)c1nnn(C)c1Cl
HOMO energy in eV: -8.04
Kohn-Sham gap in Eh: 0.319

(7)
Here is C6H10ClNOS as an isolated structure from the Open Molecules 2025 dataset. Energies are from ωB97M-V/def2-TZVPD.

```
20
Properties=species:S:1:pos:R:3:lowdin_charge:R:1
C -0.73 0.88 0.20 -0.46
C -1.67 -1.84 -0.31 -0.62
C -1.34 0.63 -1.11 -0.22
C -1.10 -0.89 -1.46 -0.25
C 1.36 0.35 1.36 -0.21
C 0.74 -1.01 1.63 -0.29
N 0.66 1.06 0.18 -0.03
O -1.74 -0.89 2.23 -0.44
S -0.99 -0.81 1.00 0.75
Cl -3.33 -1.64 0.04 0.68
H -2.38 0.80 -1.05 0.09
H -0.86 1.17 -1.95 0.14
H -0.04 -1.04 -1.50 0.07
H -1.45 -1.02 -2.51 0.12
H 2.45 0.15 1.15 0.13
H 1.19 0.88 2.23 0.08
H 0.86 -1.19 2.73 0.09
H 1.13 -1.85 1.06 0.08
H -1.44 1.56 0.73 0.14
H 0.87 0.59 -0.81 0.15
```

Output
Strongest force on any atom in eV/A: 4.4
HOMO energy (alpha / beta) in eV: -4.35 / -9.19
Kohn-Sham gap (alpha / beta) in Eh: 0.187 / 0.267
⟨S²⟩: 2.0065
Spin multiplicity: 3

(8)
Here is C6H10ClNaO10 as an isolated structure from the Open Molecules 2025 dataset. Energies are from ωB97M-V/def2-TZVPD.

```
28
Properties=species:S:1:pos:R:3:lowdin_charge:R:1
Na -10.24 3.32 -18.12 0.70
Cl -12.79 3.34 -19.81 0.67
O -12.50 4.04 -18.56 -0.39
O -12.74 4.27 -20.91 -0.35
O -11.70 2.38 -19.96 -0.39
O -14.04 2.68 -19.75 -0.29
C -9.17 2.89 -23.50 -0.12
C -10.24 3.97 -23.62 -0.10
O -11.00 3.49 -24.75 0.05
C -10.81 2.15 -24.88 -0.58
O -11.41 1.47 -25.64 0.18
O -9.82 1.74 -24.05 0.06
H -8.98 2.65 -22.46 0.13
H -8.25 3.11 -24.05 0.13
H -9.96 4.99 -23.88 0.13
H -10.87 3.96 -22.72 0.11
C -7.54 6.30 -21.61 -0.03
O -8.05 5.86 -20.36 0.03
C -9.31 6.11 -20.02 -0.60
O -9.77 5.72 -18.98 0.10
O -9.98 6.78 -20.95 0.00
C -11.37 7.01 -20.73 -0.01
H -7.87 7.30 -21.87 0.10
H -7.93 5.68 -22.42 0.08
H -6.46 6.24 -21.60 0.10
H -12.01 6.25 -21.17 0.07
H -11.61 7.95 -21.23 0.10
H -11.61 7.11 -19.67 0.10
```

Output
ΔE to the lowest compared entry with this formula, charge and spin in eV: 0.537
Strongest force on any atom in eV/A: 1.3
HOMO energy in eV: -10.26
Kohn-Sham gap in Eh: 0.342

(9)
Here is C6H10CrMgN3O5P as an isolated structure from the Open Molecules 2025 dataset. Energies are from ωB97M-V/def2-TZVPD.

```
27
Properties=species:S:1:pos:R:3:lowdin_charge:R:1
Cr 0.26 -2.21 6.55 1.13
Mg 1.86 -1.57 3.70 0.44
O 0.63 -2.72 4.66 -0.41
H 0.27 -3.16 3.89 0.00
P 2.96 -0.44 5.63 0.25
O 2.03 -1.48 6.36 -0.39
O 3.56 -1.07 4.34 -0.34
O 2.99 0.98 6.15 -0.23
O 1.61 0.00 4.75 -0.31
C -3.80 -2.59 4.22 -0.01
C -2.70 -2.71 5.17 -0.17
N -1.84 -2.82 5.91 0.12
H -3.57 -1.86 3.45 0.10
H -4.68 -2.29 4.79 0.10
H -3.98 -3.56 3.75 0.10
C -0.37 0.68 0.20 -0.02
C 0.18 -0.16 1.25 -0.16
N 0.64 -0.83 2.04 0.18
H -0.95 0.07 -0.50 0.10
H 0.47 1.14 -0.31 0.10
H -1.04 1.44 0.60 0.10
C 2.25 -5.35 0.93 -0.01
C 2.30 -4.14 1.74 -0.15
N 2.39 -3.20 2.40 0.18
H 1.69 -5.15 0.02 0.10
H 1.97 -6.15 1.60 0.10
H 3.26 -5.54 0.56 0.10
```

Output
Strongest force on any atom in eV/A: 7.8
HOMO energy (alpha / beta) in eV: -10.94 / -10.55
Kohn-Sham gap (alpha / beta) in Eh: 0.189 / 0.200
Net charge: +1
⟨S²⟩: 3.8765
Spin multiplicity: 4

(10)
Here is C6H10CsO6 as an isolated structure from the Open Molecules 2025 dataset. Energies are from ωB97M-V/def2-TZVPD.

```
23
Properties=species:S:1:pos:R:3:lowdin_charge:R:1
O 2.36 -0.41 -1.64 0.09
C 1.39 0.37 -1.99 -0.63
O 0.20 -0.14 -2.15 0.05
C -0.41 -0.96 -1.12 -0.13
C -1.59 -0.23 -0.51 -0.16
C -1.25 0.94 0.40 -0.16
C -0.18 0.68 1.44 -0.16
O -0.56 -0.45 2.23 0.04
C 0.33 -0.89 3.10 -0.64
O 1.40 -0.39 3.34 0.13
O -0.16 -1.97 3.71 0.16
H 0.35 -1.22 -0.38 0.13
H -0.74 -1.87 -1.64 0.14
H -2.17 -0.99 0.04 0.13
H -2.24 0.13 -1.32 0.12
H -2.16 1.28 0.90 0.13
H -0.90 1.80 -0.20 0.12
H -0.07 1.55 2.10 0.14
H 0.80 0.47 0.99 0.12
H 0.46 -2.27 4.37 0.14
Cs 0.28 3.41 -6.24 0.97
O 1.83 1.07 -2.95 -0.02
H 3.04 0.09 -2.47 0.28
```

Output
ΔE to the lowest compared entry with this formula, charge and spin in eV: 2.427
Strongest force on any atom in eV/A: 7.6
HOMO energy in eV: -12.71
Kohn-Sham gap in Eh: 0.327
Net charge: +1

(11)
Here is an isolated molecule of C6H10F2N6 from the Open Molecules 2025 dataset. Energies are from ωB97M-V/def2-TZVPD.

```
24
Properties=species:S:1:pos:R:3:lowdin_charge:R:1
H 0.56 3.22 2.86 0.04
N 0.97 2.52 2.28 0.10
C 0.27 2.28 1.23 -0.54
N -0.72 3.09 0.80 0.14
N 0.65 1.17 0.40 0.09
C 1.90 0.48 0.86 -0.05
C 2.23 -0.64 0.26 -0.08
C 1.38 -1.29 -0.77 -0.09
N -0.11 -1.06 -0.70 0.02
C -0.95 -1.94 -1.26 -0.57
N -2.27 -1.77 -1.15 0.15
N -0.37 -2.99 -1.73 0.11
H -1.04 -3.58 -2.21 0.04
C -0.55 0.01 0.07 -0.39
F -1.13 -0.30 1.22 0.15
F -1.54 0.72 -0.66 0.03
H -0.91 3.79 1.43 0.06
H -1.27 3.05 -0.11 0.15
H 2.25 0.98 1.72 0.07
H 3.09 -1.11 0.52 0.07
H 1.81 -0.94 -1.70 0.13
H 1.18 -2.37 -0.53 0.13
H -2.78 -2.50 -1.71 0.13
H -2.65 -0.82 -1.11 0.09
```

Output
Strongest force on any atom in eV/A: 4.9
SMILES: [H]/N=C(\N)N1C=CCN(/C(N)=N/[H])C1(F)F
HOMO energy in eV: -8.71
Kohn-Sham gap in Eh: 0.349

(12)
Here is C6H10FeO3 as an isolated structure from the Open Molecules 2025 dataset. Energies are from ωB97M-V/def2-TZVPD.

```
20
Properties=species:S:1:pos:R:3:lowdin_charge:R:1
O 2.15 -0.85 0.49 0.04
Fe 3.89 0.36 0.16 1.53
O 2.06 1.01 -0.70 0.05
C 1.59 -0.02 -0.23 -0.64
O 0.19 -0.26 -0.43 -0.06
C -0.67 0.88 -0.86 -0.04
H -1.46 0.40 -1.44 0.16
H -0.02 1.47 -1.51 0.14
C -1.16 1.65 0.31 -0.13
C -0.80 2.91 0.54 0.10
H -1.89 1.16 0.97 0.12
H -1.23 3.48 1.37 0.10
H -0.09 3.43 -0.11 0.09
C -0.39 -1.36 0.47 -0.07
C -0.24 -2.71 -0.17 -0.02
H 0.09 -1.28 1.44 0.15
H -1.44 -1.06 0.60 0.15
H 0.81 -2.92 -0.43 0.09
H -0.56 -3.45 0.58 0.12
H -0.87 -2.84 -1.06 0.11
```

Output
Strongest force on any atom in eV/A: 5.0
HOMO energy (alpha / beta) in eV: -17.74 / -17.77
Kohn-Sham gap (alpha / beta) in Eh: 0.337 / 0.144
Net charge: +2
⟨S²⟩: 12.0069
Spin multiplicity: 7